{"formula": "C13H30BClF4KLiMgNO14S", "method": "the ωB97M-V functional and the def2-TZVPD basis", "symbols": ["O", "C", "O", "C", "C", "C", "O", "C", "O", "N", "C", "B", "O", "O", "H", "H", "H", "H", "H", "H", "H", "H", "H", "H", "H", "H", "Cl", "Mg", "O", "H", "Li", "O", "S", "O", "O", "C", "C", "C", "H", "H", "H", "H", "H", "H", "H", "H", "O", "H", "F", "O", "H", "H", "H", "K", "C", "C", "O", "C", "O", "C", "F", "F", "F", "H", "H", "H", "H", "H"], "coordinates": [[-1.238, 4.778, 1.049], [-0.227, 4.142, 1.102], [0.160, 3.467, 2.233], [0.728, 4.037, -0.100], [0.838, 2.531, -0.550], [2.210, 1.971, -0.259], [2.552, 1.991, 1.156], [3.911, 1.971, 1.203], [4.581, 0.905, 1.028], [4.570, 3.195, 1.402], [4.384, 3.708, 2.803], [3.184, 4.756, 2.946], [2.266, 4.557, 3.971], [3.032, 5.864, 2.132], [0.642, 4.067, 2.827], [0.284, 4.605, -0.921], [1.715, 4.438, 0.158], [0.677, 2.519, -1.632], [0.073, 1.960, -0.012], [3.000, 2.590, -0.720], [2.307, 0.897, -0.654], [4.272, 3.869, 0.697], [5.313, 4.238, 3.067], [4.229, 2.893, 3.522], [2.370, 5.297, 4.587], [2.212, 5.841, 1.631], [1.472, 0.106, 2.472], [3.080, -0.447, 0.381], [0.627, -2.819, 4.277], [0.944, -1.957, 4.006], [6.345, 1.942, 0.454], [1.712, -2.540, -3.779], [1.276, -1.461, -4.605], [0.878, -0.208, -4.023], [0.093, -1.983, -5.550], [-1.049, -2.569, -4.919], [-1.904, -1.516, -4.237], [2.465, -1.156, -5.864], [-0.740, -3.345, -4.216], [-1.626, -3.056, -5.702], [-1.366, -1.049, -3.409], [-2.819, -1.963, -3.839], [-2.172, -0.720, -4.937], [2.741, -2.099, -6.328], [3.331, -0.702, -5.387], [2.039, -0.470, -6.592], [9.292, 1.379, -0.009], [9.967, 0.732, 0.218], [2.252, 0.615, 4.466], [2.447, -3.296, 3.803], [1.937, -2.424, 3.655], [2.171, -3.681, 4.666], [3.414, -3.179, 3.752], [-3.164, -0.572, -2.230], [-7.627, -5.186, 2.258], [-8.347, -3.997, 1.660], [-7.415, -3.104, 1.006], [-7.064, -3.428, -0.222], [-7.435, -4.377, -0.837], [-6.118, -2.360, -0.784], [-5.171, -1.989, 0.095], [-6.774, -1.246, -1.130], [-5.467, -2.782, -1.882], [-6.832, -4.853, 2.928], [-8.321, -5.810, 2.817], [-7.160, -5.794, 1.483], [-8.823, -3.416, 2.446], [-9.129, -4.307, 0.968]], "total_charge": 1, "energy_ha": -3711.1832, "homo_lumo_gap_ev": 2.87, "homo_ev": -7.823}